56
Properties=species:S:1:pos:R:3:forces:R:3:mulliken_charge:R:1 method="wB97M-V/def2-TZVPD" homo_lumo_gap_ha=0.319 relative_energy_kj_mol=0.67 smiles="O=C(CSc1nnc(-c2ccc(F)cc2)o1)Nc1ccc(S(=O)(=O)N2CCCCCC2)cc1" homo_ev=-8.72
O 0.311 -4.898 0.783 -0.16 -0.30 -0.09 -0.63
C 0.913 -3.968 1.265 0.40 0.10 0.25 0.76
C 1.996 -4.187 2.325 -0.19 0.13 0.23 -0.94
S 1.399 -3.869 4.025 -0.08 -0.48 0.06 -0.13
C 1.571 -2.159 4.092 0.30 0.40 -0.76 0.53
N 1.906 -1.345 3.130 -0.10 -1.46 0.17 -0.17
N 1.910 -0.106 3.652 -0.07 1.32 1.01 -0.77
C 1.582 -0.208 4.903 0.25 0.00 -1.03 0.58
C 1.460 0.861 5.863 -0.12 0.15 0.54 0.09
C 1.701 2.175 5.456 -0.06 -0.26 0.12 -0.41
C 1.592 3.207 6.363 -0.05 0.05 0.22 -0.57
C 1.242 2.913 7.672 0.01 -0.19 -0.10 0.40
F 1.137 3.917 8.559 0.01 -0.06 -0.06 -0.31
C 0.998 1.617 8.097 0.01 0.28 0.08 -0.54
C 1.109 0.587 7.185 0.08 0.10 -0.28 -0.41
O 1.352 -1.508 5.248 -0.01 0.00 0.05 -0.34
N 0.756 -2.658 0.955 0.13 0.38 -0.04 0.05
C -0.154 -2.078 0.072 -0.30 -0.12 -0.26 0.86
C -1.028 -2.821 -0.720 0.05 -0.12 0.07 -0.68
C -1.901 -2.166 -1.571 -0.11 0.14 -0.07 -0.30
C -1.900 -0.787 -1.634 -0.46 0.13 -0.44 -0.28
S -2.994 0.086 -2.746 0.34 -0.10 0.04 1.45
O -3.859 -0.864 -3.389 0.24 -0.11 0.00 -0.74
O -3.591 1.185 -2.044 0.21 0.16 0.05 -0.78
N -1.869 0.708 -3.815 -0.73 -0.33 0.60 0.23
C -2.039 2.070 -4.268 -0.07 0.58 0.28 -0.87
C -0.691 2.794 -4.309 -0.09 0.00 -0.21 -0.69
C 0.075 2.635 -5.627 -0.04 -0.05 0.01 -0.69
C -0.043 1.261 -6.294 0.21 0.06 0.11 -0.65
C -0.017 0.075 -5.328 -0.27 0.02 -0.13 -0.84
C -1.401 -0.264 -4.771 0.35 -0.47 -0.16 -0.70
C -1.038 -0.039 -0.852 0.12 -0.01 0.16 -0.79
C -0.166 -0.681 0.003 -0.11 0.01 -0.09 -0.85
H 2.274 -5.240 2.326 -0.03 0.11 -0.03 0.42
H 2.868 -3.557 2.159 0.06 -0.06 -0.03 0.39
H 1.970 2.361 4.429 0.03 0.07 -0.10 0.48
H 1.772 4.231 6.076 0.01 0.10 -0.01 0.44
H 0.728 1.432 9.124 -0.02 0.01 0.10 0.44
H 0.924 -0.432 7.490 -0.02 -0.07 0.05 0.44
H 1.310 -1.990 1.497 -0.07 -0.29 -0.07 0.18
H -1.021 -3.897 -0.660 -0.01 0.00 0.00 0.54
H -2.597 -2.713 -2.188 -0.05 -0.13 -0.06 0.53
H -2.537 2.109 -5.245 -0.05 -0.02 0.02 0.39
H -2.691 2.541 -3.531 0.04 0.14 -0.22 0.51
H -0.852 3.858 -4.131 0.02 0.02 0.07 0.43
H -0.093 2.410 -3.482 -0.02 0.06 0.07 0.28
H -0.278 3.384 -6.340 0.08 0.06 0.00 0.31
H 1.129 2.849 -5.431 0.02 0.06 -0.07 0.33
H -0.968 1.212 -6.872 -0.01 -0.03 -0.09 0.29
H 0.781 1.163 -7.004 -0.08 0.00 -0.07 0.39
H 0.340 -0.808 -5.861 0.02 -0.02 0.05 0.38
H 0.668 0.270 -4.503 0.11 -0.08 0.08 0.31
H -2.116 -0.370 -5.601 0.05 -0.05 0.07 0.27
H -1.362 -1.218 -4.241 0.07 -0.08 -0.21 0.53
H -1.076 1.036 -0.919 0.10 0.17 0.07 0.45
H 0.509 -0.114 0.627 0.06 0.09 0.06 0.40

50
Properties=species:S:1:pos:R:3:forces:R:3:mulliken_charge:R:1 method="wB97M-V/def2-TZVPD" homo_lumo_gap_ha=0.281 homo_ev=-7.91
C -2.421 -4.189 1.671 0.14 -0.21 -0.12 -1.22
C -2.019 -3.074 2.587 -0.38 0.53 0.10 -0.22
O -2.821 -1.930 2.194 0.39 0.48 0.05 -0.28
C -2.567 -0.825 2.912 0.43 0.23 0.33 0.12
C -3.244 0.408 2.347 2.88 -1.33 1.52 1.60
F -3.644 0.143 1.070 -1.39 0.42 0.74 -0.44
C -2.409 1.687 2.347 0.55 0.05 0.94 -0.13
O -1.540 1.978 3.158 -1.41 -0.57 -1.42 -0.56
O -2.857 2.518 1.371 1.21 0.02 0.79 -0.24
C -2.008 3.710 1.272 -0.33 0.05 -0.11 -0.13
C -2.438 4.433 0.017 0.03 0.11 -0.31 -1.21
O -1.946 -0.814 3.949 -0.07 -0.16 -0.47 -0.58
H -1.897 -5.085 2.003 -0.03 -0.19 -0.15 0.40
H -3.500 -4.375 1.702 0.22 0.09 0.03 0.30
H -2.118 -3.957 0.645 -0.14 -0.13 0.13 0.31
H -2.225 -3.283 3.641 0.14 -0.05 -0.14 0.29
H -0.968 -2.780 2.465 -0.21 -0.23 0.17 0.34
H -2.162 4.337 2.171 0.18 -0.44 -0.37 0.21
H -0.948 3.394 1.204 -0.64 0.18 0.23 0.32
H -1.929 5.402 -0.017 -0.09 -0.13 -0.07 0.39
H -2.142 3.858 -0.873 -0.20 0.21 0.26 0.30
H -3.525 4.614 -0.014 0.41 -0.12 0.09 0.31
C -3.490 2.286 5.463 -1.13 -1.48 -0.85 -0.31
C -3.182 2.748 6.797 0.65 0.53 1.75 0.84
C -2.535 4.001 6.953 -0.11 -0.65 -0.24 -0.54
C -2.122 4.459 8.198 -0.13 -0.17 0.65 -0.52
C -2.360 3.695 9.354 -0.39 -0.05 -0.56 -0.45
C -3.035 2.469 9.232 -0.08 0.04 -0.24 -0.56
C -3.445 1.996 7.983 0.40 0.60 -0.66 -0.36
C -3.995 1.040 5.176 1.33 1.83 1.02 0.14
C -4.429 0.665 3.862 -0.23 0.46 -4.01 -0.51
C -5.344 -0.488 3.743 -0.85 -0.22 0.10 0.31
C -6.421 -0.458 2.845 -0.44 -0.32 0.25 -0.22
C -7.319 -1.532 2.780 0.41 -0.13 0.01 -0.70
C -7.135 -2.659 3.589 0.27 -0.17 -0.16 -0.46
C -6.070 -2.693 4.489 0.48 0.37 -0.10 -0.88
C -5.185 -1.609 4.571 -0.21 -0.05 -0.09 -0.13
H -3.360 3.025 4.657 0.00 -0.49 0.37 0.18
H -2.315 4.582 6.051 -0.10 -0.15 0.35 0.31
H -1.621 5.425 8.295 -0.13 -0.30 -0.11 0.35
H -2.082 4.067 10.344 0.01 -0.15 -0.41 0.35
H -3.258 1.872 10.121 0.12 0.24 -0.29 0.35
H -3.952 1.033 7.887 0.16 0.33 0.24 0.33
H -4.194 0.348 6.010 0.32 0.29 -0.72 0.04
H -4.553 1.469 3.118 -2.01 0.41 1.57 0.68
H -6.612 0.435 2.246 0.20 -0.27 0.07 0.38
H -8.138 -1.521 2.064 0.15 0.11 0.18 0.38
H -7.764 -3.551 3.472 0.11 0.56 0.12 0.35
H -5.867 -3.569 5.108 -0.25 0.22 -0.17 0.36
H -4.357 -1.616 5.285 -0.26 -0.18 -0.28 0.39

55
Properties=species:S:1:pos:R:3:forces:R:3:mulliken_spin:R:1 method="wB97M-V/def2-TZVPD" homo_lumo_gap_ha="0.122 / 0.112" s_squared=8.774 relative_energy_kj_mol=0.00 total_charge=-2 homo_ev="-0.31 / -0.03" spin_multiplicity=6
Fe -0.246 -0.445 0.358 1.79 0.24 -1.99 3.59
C -0.307 -2.324 -1.295 -0.82 0.88 -0.96 0.07
C -1.564 -1.630 -1.211 0.73 0.15 -1.41 -0.01
C -1.373 -0.314 -1.783 0.43 -1.13 -0.59 0.01
H -2.515 -2.062 -0.900 0.37 0.27 0.18 0.00
C -0.006 -0.214 -2.208 -0.73 -0.84 0.14 0.07
C 0.648 -1.442 -1.877 -0.96 -0.01 -0.50 0.02
H 1.679 -1.697 -2.092 -0.08 0.12 0.23 0.00
H -0.154 -3.377 -1.090 0.11 0.30 0.36 -0.01
H -2.162 0.412 -1.993 0.34 -0.16 0.38 0.01
H 0.424 0.629 -2.751 -0.03 -0.20 0.47 0.00
C 1.533 0.160 1.842 0.46 1.14 -0.76 0.04
C 2.360 -0.303 0.769 0.15 0.98 0.27 0.05
C 2.245 0.608 -0.311 0.32 0.67 1.05 0.01
H 3.045 -1.145 0.814 -0.42 0.06 -0.11 -0.01
C 1.373 1.663 0.080 0.15 -0.19 0.71 0.01
C 0.880 1.370 1.402 1.42 0.09 -0.23 0.04
H 0.269 2.030 2.024 0.10 -0.39 -0.34 0.01
H 1.552 -0.194 2.869 -0.34 -0.23 -0.29 0.00
H 2.792 0.553 -1.250 -0.27 -0.09 0.14 0.00
H 1.210 2.599 -0.465 -0.22 -0.62 0.09 0.00
O -1.854 0.140 1.004 -2.40 2.49 0.68 0.06
C -1.712 3.580 -0.629 -0.06 -1.31 0.96 0.62
C -2.739 2.629 -0.134 -0.71 -0.29 -0.04 -0.01
C -1.203 3.490 -2.009 0.31 0.18 -0.45 0.02
C -1.006 4.464 0.330 0.40 0.53 0.35 0.04
C -2.797 1.095 0.722 0.58 -1.07 0.73 0.16
H -3.339 2.341 -1.018 0.05 0.23 0.36 0.02
H -3.378 3.197 0.580 0.09 -0.28 -0.39 0.04
H -3.229 1.368 1.696 -0.21 0.57 -0.04 -0.01
H -3.601 0.595 0.155 -0.17 0.37 -0.29 0.01
H -1.230 4.481 -2.506 0.08 -0.24 0.01 0.04
H -1.767 2.777 -2.609 -0.14 0.05 -0.03 0.01
H -0.161 3.134 -2.037 -0.05 0.14 0.00 0.03
H -1.328 5.533 0.251 0.08 -0.43 0.06 0.03
H 0.085 4.470 0.141 -0.30 -0.01 0.10 0.02
H -1.148 4.142 1.378 -0.02 0.15 -0.46 0.00
O 1.571 -3.058 0.827 -0.77 -0.80 1.55 0.00
C 0.615 -2.904 1.610 -1.10 2.38 -1.40 -0.01
O -0.296 -1.979 1.560 1.16 -3.19 1.47 0.03
C 0.408 -3.828 2.785 0.00 -0.25 0.78 0.01
C -0.862 -4.150 3.301 0.26 -0.62 0.19 0.00
C -0.966 -5.163 4.286 1.65 0.74 -0.82 0.00
C 0.187 -5.733 4.847 0.19 -0.15 0.08 0.00
C 1.445 -5.281 4.423 -1.34 0.84 -0.80 0.00
C 1.553 -4.321 3.404 -0.18 -0.51 0.11 0.00
N 2.669 -5.819 4.950 2.24 -0.61 0.76 0.00
O 2.625 -6.740 5.788 -0.12 1.32 -1.20 0.00
O 3.742 -5.332 4.527 -1.92 -1.02 0.92 0.00
N -2.264 -5.686 4.641 -2.20 -0.65 0.60 0.00
O -3.277 -5.178 4.119 1.91 -0.87 0.93 0.00
O -2.322 -6.639 5.448 0.18 1.51 -1.24 0.00
H -1.758 -3.654 2.937 0.28 -0.11 -0.18 0.00
H 0.116 -6.517 5.591 -0.03 0.10 -0.12 0.00
H 2.523 -3.968 3.062 -0.24 -0.22 -0.05 0.00